Record 1
The following is a DFT calculation (ωB97M-V/def2-TZVPD) of a cluster of 2 separate species, C5H10O2 in total.

Geometry as ORCA input:
```
! RIJCOSX wB97M-V def2-TZVPD def2/J DEFGRID3
* xyz 0 1
H 3.55 -0.68 -1.01
C -1.82 -0.02 0.05
H -1.06 1.12 1.70
C 1.05 0.22 -1.15
H -2.28 0.05 -0.94
C 1.91 -0.30 -0.02
H -1.53 -2.11 -0.14
H 1.27 -0.87 0.66
O 0.77 1.38 -1.31
H 2.33 0.55 0.53
H 0.73 -0.55 -1.87
C -1.66 1.26 0.80
H -1.14 2.00 0.17
O 2.90 -1.19 -0.50
H -0.96 -1.34 1.46
C -1.42 -1.22 0.47
H -2.63 1.69 1.09
*
```

The structure (SMILES) is O=CCO.C=CC. For the HOMO energy, the calculation gives -9.8 eV. The value obtained for the energy above the lowest of the compared OMol25 structures with the same formula, charge and spin is 56.7 kcal/mol. The lowest unoccupied orbital energy comes out at 0.025 Eh. Its total energy is -9440.583 eV.

---

Record 2
The following is a DFT calculation (ωB97M-V/def2-TZVPD) of a structure of composition C5H10O2.

Geometry as ORCA input:
```
! RIJCOSX wB97M-V def2-TZVPD def2/J DEFGRID3
* xyz 0 1
H -1.25 -2.29 0.24
C 0.05 0.59 0.02
C -0.35 -1.67 0.36
O -0.77 -0.37 0.71
C 0.45 -1.50 -0.93
H 0.26 -2.08 1.17
H -0.23 -1.45 -1.79
C 0.14 1.76 0.81
H -1.06 1.44 -0.44
H 2.04 -0.24 -0.13
H 1.16 -2.32 -1.09
C 1.13 -0.14 -0.74
H 0.71 2.60 0.42
O -1.63 2.16 0.34
H 1.40 0.34 -1.68
H -2.05 1.42 0.83
H -0.01 1.74 1.89
*
```

For the HOMO energy, the calculation gives -7.4 eV. The value obtained for the energy above the lowest of the compared OMol25 structures with the same formula, charge and spin is 115.2 kcal/mol. The lowest unoccupied orbital energy comes out at 0.031 Eh. Its total energy is -9438.046 eV.

---

Number 1: frontier orbital gap 10.47 eV. Number 2: frontier orbital gap 8.27 eV.